An isolated molecule of C3H7NO2, computed with the ωB97M-V functional and the def2-TZVPD basis.

ORCA input file:
```
! wB97M-V def2-TZVPD RIJCOSX def2/J DEFGRID3
* xyz 0 1
C -0.798 -0.197 -1.418
C 0.182 -0.210 -0.281
C -0.370 0.012 1.111
O -1.153 1.194 1.176
N 1.412 -0.390 -0.573
O 2.244 -0.382 0.545
H -0.283 -0.319 -2.373
H -1.529 -1.007 -1.302
H -1.361 0.741 -1.417
H 0.436 0.012 1.850
H -1.055 -0.809 1.352
H -0.548 1.945 1.125
H 3.115 -0.521 0.154
*
```

## Properties
- HOMO (Ha) = -0.3572
- maximum force (hartree/bohr) = 0.012
- ΔE to the lowest compared entry with this formula, charge and spin (eV) = 2.782
- frontier orbital gap (eV) = 10.59
- SMILES = C/C(CO)=N/O
- E (a.u.) = -323.67872

A structure of composition C3H7N5O, computed with the ωB97M-V functional and the def2-TZVPD basis.

ORCA input file:
```
! wB97M-V def2-TZVPD RIJCOSX def2/J DEFGRID3
* xyz 0 1
N 0.478 -0.115 -0.930
C -0.512 -1.318 -0.646
C -1.287 -0.656 0.383
C 0.258 0.539 0.531
N 1.818 -0.472 -1.235
N -0.444 1.774 0.390
N -2.472 -0.481 0.737
N 1.314 0.321 1.244
O -0.174 -2.437 -0.895
H 0.110 0.534 -1.625
H 1.806 -1.468 -1.457
H 2.286 -0.358 -0.321
H -1.390 1.746 0.750
H 0.085 2.533 0.799
H -3.168 -0.944 0.142
H 1.292 0.802 2.133
*
```

## Properties
- HOMO (spin up / spin down) (Ha) = -0.2837 / -0.2836
- maximum force (hartree/bohr) = 0.016
- ΔE to the lowest compared entry with this formula, charge and spin (eV) = 4.548
- frontier orbital gap (spin up / spin down) (eV) = 7.33 / 7.33
- E (a.u.) = -467.38157

An isolated molecule of C8H14N2 at a distorted geometry, computed with the ωB97M-V functional and the def2-TZVPD basis.

ORCA input file:
```
! wB97M-V def2-TZVPD RIJCOSX def2/J DEFGRID3
* xyz 0 1
C -1.030 -2.059 -1.085
C -1.100 -0.735 -1.871
C -0.955 0.464 -0.941
N 0.193 0.660 -0.152
C 0.430 2.041 0.229
C 1.394 1.878 1.444
C 0.850 0.640 2.187
C 0.441 -0.108 0.986
N 0.274 -1.398 1.036
C 0.266 -2.142 -0.240
H -1.975 -2.228 -0.454
H -1.019 -2.858 -1.836
H -2.062 -0.647 -2.363
H -0.328 -0.788 -2.670
H -1.805 0.440 -0.200
H -1.009 1.335 -1.682
H -0.443 2.703 0.450
H 0.996 2.459 -0.648
H 1.493 2.873 2.061
H 2.373 1.710 0.995
H 1.550 0.223 2.917
H -0.094 0.642 2.741
H 1.065 -1.880 -0.904
H 0.494 -3.223 -0.001
*
```

## Properties
- HOMO (Ha) = -0.3033
- maximum force (hartree/bohr) = 0.094
- ΔE to the lowest compared entry with this formula, charge and spin (eV) = 1.394
- frontier orbital gap (eV) = 9.28
- SMILES = C1CCN2CCCC2=NC1
- E (a.u.) = -422.69389

An isolated molecule of C10H12N2S at a distorted geometry, computed with the ωB97M-V functional and the def2-TZVPD basis.

ORCA input file:
```
! wB97M-V def2-TZVPD RIJCOSX def2/J DEFGRID3
* xyz 0 1
N 1.995 -2.273 1.273
C 1.113 -1.287 0.859
N 1.041 -0.961 -0.376
C -0.025 -0.036 -0.776
C 0.284 0.531 -2.134
C -0.036 -0.257 -3.372
C -0.834 0.966 -3.032
C -0.268 1.083 0.265
C -0.415 0.484 1.617
C -1.152 0.947 2.757
C -1.030 0.117 3.819
S -0.018 -1.236 3.495
C 0.248 -0.686 1.887
H 2.605 -2.514 0.509
H 2.461 -2.124 2.191
H -0.947 -0.608 -0.873
H 1.184 1.086 -2.159
H -0.522 -1.244 -3.219
H 0.652 -0.187 -4.186
H -0.700 1.875 -3.621
H -1.852 0.836 -2.685
H 0.579 1.779 0.233
H -1.144 1.652 -0.020
H -1.748 1.838 2.772
H -1.468 0.220 4.778
*
```

## Properties
- HOMO (Ha) = -0.3125
- maximum force (hartree/bohr) = 0.026
- ΔE to the lowest compared entry with this formula, charge and spin (eV) = 0.381
- frontier orbital gap (eV) = 9.22
- SMILES = NC1=N[C@H](C2CC2)Cc2ccsc21
- E (a.u.) = -895.93276

Q: Which formula does entry 1 have?
A: C3H7NO2